[1]
Molecular formula: C8H14N
Method: DFT, the ωB97M-V functional and the def2-TZVPD basis

```
23
Properties=species:S:1:pos:R:3:mulliken_charge:R:1
N -1.556 -0.479 -1.175 -0.04
C -0.304 -0.482 -1.035 0.28
C -2.692 -0.128 -1.553 -0.20
C -0.233 0.840 1.123 0.39
C 1.853 -0.268 0.302 -1.61
C 0.501 -1.015 -2.271 -1.19
C -0.518 -0.635 1.400 -0.78
C 0.338 -0.181 0.226 1.16
C 0.571 1.598 2.080 -1.43
H -3.037 0.883 -2.027 0.28
H 2.165 -1.243 -0.049 0.50
H -1.180 1.336 0.685 0.25
H -0.003 -1.288 2.085 0.32
H -3.603 -0.789 -1.373 0.29
H 1.325 -1.817 -1.943 0.29
H -0.238 -1.295 -3.040 0.40
H 1.163 0.914 2.825 0.26
H 1.384 2.177 1.575 0.31
H 2.170 -0.126 1.348 0.38
H -1.595 -0.904 1.104 0.18
H 0.163 2.398 2.746 0.36
H 1.000 -0.160 -2.761 0.35
H 2.325 0.661 -0.271 0.27
```

Calculated values
Frontier orbital gap   9.77 eV
Charge   +1
Energy   -10003.5020 eV

[2]
Molecular formula: C8H14N2O3
Method: DFT, the ωB97M-V functional and the def2-TZVPD basis

```
27
Properties=species:S:1:pos:R:3:mulliken_charge:R:1
O -0.499 -0.637 -1.807 -0.65
O 3.780 -0.184 -0.552 -0.60
O 2.198 0.042 0.990 -0.57
N 0.200 -1.211 1.013 -0.66
N 1.237 -1.365 0.595 0.89
C -2.570 1.012 0.728 -0.49
C 3.475 1.980 0.360 -0.91
C -1.544 1.137 -0.302 -0.27
C -3.541 -0.026 0.142 -0.77
C 2.029 -2.282 -0.118 -0.78
C -2.625 -0.953 -0.674 -0.37
C 3.149 0.453 0.215 0.74
C -1.322 -0.162 -1.044 0.26
H -2.225 -1.817 0.021 0.16
H 4.204 1.887 1.220 0.25
H -2.047 0.633 1.663 0.24
H -2.944 -1.351 -1.606 0.42
H 2.535 2.448 0.509 0.28
H -0.614 1.662 -0.036 0.16
H 3.920 2.352 -0.602 0.28
H -3.007 1.983 0.947 0.35
H -1.973 1.870 -1.130 0.32
H 1.583 -3.198 -0.078 0.42
H 3.003 -2.193 0.247 0.30
H 1.918 -1.924 -1.140 0.35
H -4.208 0.390 -0.517 0.33
H -4.113 -0.547 0.956 0.31
```

Calculated values
Frontier orbital gap   9.64 eV
Energy   -17642.0462 eV

[3]
Molecular formula: C8H14N2O4
Method: DFT, the ωB97M-V functional and the def2-TZVPD basis

```
28
Properties=species:S:1:pos:R:3:mulliken_charge:R:1
O -2.473 -0.109 -2.326 -0.60
O 1.075 2.519 -0.678 -0.60
O -3.742 -0.985 -0.684 -0.52
O -2.997 -0.152 1.786 -0.56
N 0.820 -1.033 0.003 -0.54
N -0.821 1.147 -0.799 -0.21
C 0.446 1.512 -0.459 0.29
C -2.291 0.918 1.076 -0.61
C 2.690 0.511 0.167 -0.72
C 3.243 -0.816 -0.453 -0.56
C 1.226 0.322 0.392 0.02
C 2.122 -1.721 -0.101 -0.96
C -1.665 0.269 -0.138 0.46
C -2.749 -0.233 -1.162 0.40
H 0.382 -0.783 -0.868 0.29
H -3.615 -1.061 0.275 0.45
H 3.052 0.635 1.223 0.27
H -1.210 -0.747 -0.008 0.30
H 4.248 -1.070 -0.152 0.36
H 1.061 0.287 1.489 0.31
H 3.084 1.446 -0.359 0.37
H -3.657 0.146 2.359 0.30
H -1.553 1.494 1.805 0.27
H 2.164 -2.255 0.847 0.37
H 3.396 -0.708 -1.517 0.27
H -1.194 1.213 -1.743 0.24
H -2.976 1.752 0.764 0.34
H 1.935 -2.498 -0.738 0.56
```

Calculated values
Frontier orbital gap   9.72 eV
Energy   -19691.4950 eV

[4]
Molecular formula: C8H14N2O5
Method: DFT, the ωB97M-V functional and the def2-TZVPD basis

```
29
Properties=species:S:1:pos:R:3:mulliken_charge:R:1
O 0.925 -1.695 1.446 -0.42
O 0.975 2.556 1.337 -0.57
O 1.519 0.009 2.895 -0.53
O -1.187 1.709 1.208 -0.38
O -2.068 1.165 -2.659 -0.66
N -0.968 -2.102 -1.538 -0.56
N -0.067 0.893 -1.511 -0.04
C 2.684 -0.010 0.865 -0.64
C -1.319 0.441 -1.935 0.08
C 2.026 0.603 -0.403 -1.01
C 0.149 1.757 0.858 0.27
C -1.835 -0.896 -1.408 0.54
C 0.539 0.709 -0.164 0.57
C 1.665 -0.607 1.864 0.41
C -2.451 -0.604 -0.033 -1.10
H -1.303 -2.877 -1.009 0.23
H -2.949 0.281 -0.196 0.45
H 0.358 -0.225 0.235 -0.05
H 0.027 -2.115 -1.504 0.20
H -2.727 -1.001 -2.099 0.26
H 2.715 1.437 -0.627 0.32
H 3.517 -0.752 0.766 0.42
H 3.025 0.748 1.445 0.36
H -1.088 2.470 1.940 0.41
H -3.183 -1.399 0.340 0.33
H 0.478 -1.952 2.246 0.33
H -0.006 1.881 -1.914 0.33
H -1.674 -0.348 0.828 0.11
H 2.224 -0.079 -1.272 0.35
```

Calculated values
Frontier orbital gap   9.70 eV
Energy   -21739.5927 eV

[5]
Molecular formula: C8H14N2O6
Method: DFT, the ωB97M-V functional and the def2-TZVPD basis

```
30
Properties=species:S:1:pos:R:3:mulliken_charge:R:1
O 2.153 -4.223 -0.642 -0.53
O 0.755 2.713 2.755 -0.62
O -0.977 -1.470 -2.900 -0.57
O -0.111 -3.903 -0.978 -0.40
O 0.394 0.113 2.355 -0.77
O -1.923 -0.759 -0.963 -0.44
N -0.303 1.583 -0.788 -0.38
N 0.514 -0.858 0.403 -0.03
C 0.500 0.252 1.159 0.50
C -0.871 -1.129 -1.755 0.21
C 1.220 -3.538 -0.928 0.36
C 0.458 -1.017 -1.012 0.47
C 0.030 2.683 1.477 0.13
C 0.414 1.597 0.436 -0.13
C 1.321 -2.133 -1.402 -1.29
C -1.390 2.602 1.733 -1.44
H -0.035 -4.831 -0.663 0.36
H 1.327 -2.274 -2.462 0.51
H 0.300 -1.758 0.954 0.30
H 0.189 3.647 1.122 0.49
H -1.239 1.822 -0.627 0.17
H 2.302 -1.872 -1.217 0.50
H -1.881 3.358 2.246 0.45
H -2.701 -0.614 -1.555 0.38
H 0.889 -0.137 -1.422 0.39
H 0.028 2.143 -1.557 0.24
H 0.704 1.809 3.019 0.40
H -1.918 2.612 0.802 0.36
H 1.506 1.908 0.107 0.15
H -1.657 1.675 2.300 0.25
```

Calculated values
Frontier orbital gap   9.90 eV
Energy   -23788.0472 eV

[6]
Molecular formula: C8H14N2P
Method: DFT, the ωB97M-V functional and the def2-TZVPD basis

```
25
Properties=species:S:1:pos:R:3:mulliken_charge:R:1
P 0.610 -0.818 -1.115 -0.06
N -3.834 0.334 0.819 0.18
N -3.806 -0.609 -0.164 -0.55
C 1.639 -2.068 -0.109 -0.51
C -2.719 1.093 1.499 -0.15
C -1.017 -0.314 -0.269 0.22
C -2.482 -0.971 -0.738 -0.11
C -1.159 0.805 0.968 -0.17
C 2.131 -1.489 1.344 -0.72
C 1.269 2.106 -1.030 -0.87
C 1.628 0.659 -1.756 -0.46
H -2.389 -1.768 -1.620 0.40
H 1.774 3.000 -1.597 0.33
H 2.232 -0.318 1.327 0.15
H 0.095 2.313 -1.035 0.29
H -2.906 1.892 2.344 0.37
H 1.476 0.767 -2.935 0.36
H 2.776 0.492 -1.599 0.34
H -4.806 0.587 1.179 0.31
H -0.213 1.349 1.396 0.30
H 3.176 -1.928 1.635 0.30
H 0.998 -3.070 -0.033 0.34
H 1.625 2.111 0.108 0.15
H 1.318 -1.790 2.147 0.25
H 2.585 -2.365 -0.766 0.33
```

Calculated values
Frontier orbital gap   5.83 eV
Charge   +1
Energy   -20776.3182 eV

[7]
Molecular formula: C8H14N2P
Method: DFT, the ωB97M-V functional and the def2-TZVPD basis

```
25
Properties=species:S:1:pos:R:3:mulliken_charge:R:1
P -2.349 -1.283 0.075 -0.03
N 0.179 -0.867 -0.813 -0.05
N 2.045 -1.479 0.415 -0.32
C 0.182 -0.907 1.728 -0.15
C -0.609 -0.705 0.350 -0.04
C 1.525 -0.993 -0.641 0.58
C -0.092 0.470 1.239 0.17
C -2.830 0.198 -0.775 -0.99
C 1.427 -1.630 1.531 -0.32
C 0.926 1.589 1.014 -1.38
C 2.402 -0.835 -1.770 -1.37
H -3.632 0.036 -1.452 0.41
H 1.301 1.574 -0.029 0.25
H 0.432 2.596 1.291 0.42
H -2.820 -0.969 1.275 0.03
H 1.858 -0.414 -2.682 0.31
H 2.856 -1.699 -2.149 0.40
H 3.282 -0.316 -1.531 0.36
H -0.710 1.078 1.846 0.55
H -0.363 -0.901 -1.644 0.34
H -2.066 0.476 -1.539 0.26
H 1.803 1.357 1.623 0.32
H -0.511 -1.117 2.569 0.45
H 1.826 -2.335 2.301 0.45
H -2.956 1.004 -0.068 0.33
```

Calculated values
Frontier orbital gap   8.13 eV
Charge   +1
Energy   -20782.7716 eV

[8]
Molecular formula: C8H14N3
Method: DFT, the ωB97M-V functional and the def2-TZVPD basis

```
25
Properties=species:S:1:pos:R:3:mulliken_charge:R:1
N -0.929 0.093 -0.453 -0.22
N 3.618 -0.279 -0.056 -0.27
N 2.270 -0.573 -0.090 0.25
C 2.546 1.673 -0.289 -0.70
C 1.603 -1.837 0.128 -0.60
C 3.807 1.033 -0.171 -0.20
C 1.619 0.610 -0.237 0.35
C -1.787 0.996 0.130 0.12
C -2.794 0.264 1.021 -0.81
C -3.380 -1.037 0.466 -1.14
C -1.509 0.960 -1.356 -0.40
H -3.538 0.960 1.361 0.47
H -2.205 0.586 -2.101 0.24
H 4.827 1.484 -0.202 0.42
H -2.483 -1.737 0.431 0.25
H 4.292 -1.089 0.006 0.28
H -2.254 0.044 1.872 0.34
H 0.716 -1.502 0.503 0.31
H 2.336 -2.411 0.825 0.31
H 1.462 -2.421 -0.785 0.26
H -0.975 1.811 -1.873 0.22
H -3.910 -0.959 -0.413 0.35
H 2.219 2.696 -0.368 0.39
H -4.108 -1.315 1.181 0.38
H -1.441 1.950 0.470 0.40
```

Calculated values
Frontier orbital gap (alpha / beta)   7.33 / 8.96 eV
Charge   +1
Energy   -12980.0668 eV

[9]
Molecular formula: C8H14N3
Method: DFT, the ωB97M-V functional and the def2-TZVPD basis

```
25
Properties=species:S:1:pos:R:3:mulliken_charge:R:1
N -1.738 -1.295 -0.317 -0.45
N -0.714 1.816 0.986 -0.67
N 1.718 1.135 0.205 -0.03
C 0.661 0.317 -0.455 0.55
C -0.629 0.909 0.117 0.04
C 1.004 -1.348 1.507 -1.27
C -0.630 -1.896 -0.326 -0.20
C -1.846 0.058 -0.040 0.51
C 0.704 -1.169 -0.012 -0.23
C -3.027 0.639 0.067 -0.73
C 0.529 0.472 -1.888 -1.53
H 1.919 -0.864 1.974 0.45
H 0.249 1.480 -2.211 0.37
H 0.123 -0.851 2.005 0.37
H 1.435 2.166 0.401 0.31
H 1.541 -1.606 -0.602 0.41
H 2.554 1.120 -0.543 0.47
H 1.992 0.500 1.064 0.21
H 1.479 0.000 -2.309 0.44
H 0.002 2.546 1.105 0.13
H -3.823 -0.081 -0.317 0.28
H -0.346 -0.124 -2.144 0.40
H -3.373 1.569 0.536 0.34
H 0.876 -2.470 1.595 0.41
H -0.661 -3.024 -0.398 0.41
```

Calculated values
Frontier orbital gap   9.26 eV
Charge   +1
Energy   -12983.6141 eV

Per-record energy above the lowest of the compared OMol25 structures with the same formula, charge and spin, kJ/mol: 152.1; 460.7; 269.5; 290.1; 196.4; 735.6; 112.9; 756.8; 414.5